ORCA calculation (ωB97M-V/def2-TZVPD) on a molecular structure, C56H39BrN4O3P2STl.

The geometry in XYZ format:
```
107
Properties=species:S:1:pos:R:3:mulliken_charge:R:1
Tl -1.6129 0.0060 -0.8272 2.991
O 0.0648 2.1298 -0.1222 -0.701
S 0.7819 1.2088 0.8268 1.668
C 0.5565 1.8472 2.4480 0.220
C 0.9270 3.1442 2.7362 0.171
C 0.7859 3.6934 4.0215 -1.420
C 0.2883 2.8839 5.0088 0.270
C 0.0396 3.1447 6.4721 -0.964
C -0.4738 1.7948 7.0379 -0.835
C -0.6127 0.9017 5.8338 0.157
C -1.0937 -0.3650 5.6820 -1.261
C -1.1528 -0.9054 4.3784 -0.054
C -0.6802 -0.2681 3.2475 -0.132
P -1.0929 -1.0704 1.6445 0.714
C -2.5341 -2.0963 2.0379 0.440
C -2.4048 -3.3995 2.5152 -0.131
C -3.5337 -4.1523 2.8039 -0.878
C -4.7955 -3.6070 2.6254 -0.717
C -4.9304 -2.3055 2.1611 -0.712
C -3.8057 -1.5573 1.8652 -0.246
C 0.2931 -2.1965 1.2878 0.778
C 0.1367 -3.3279 0.4867 -0.036
C 1.2294 -4.1194 0.1708 -0.954
C 2.4912 -3.7880 0.6381 -0.841
C 2.6575 -2.6692 1.4431 -0.755
C 1.5648 -1.8839 1.7726 -0.729
C -0.0686 1.0153 3.4121 -1.381
C -0.1221 1.5745 4.6966 1.200
C 2.5272 1.3455 0.5538 -0.788
C 3.3959 1.6161 1.5868 0.345
C 4.7915 1.6963 1.4141 -1.343
C 5.2874 1.5208 0.1576 0.099
C 6.6986 1.5982 -0.3607 -0.811
C 6.5811 1.3093 -1.8769 -0.881
C 5.1135 1.0746 -2.1098 0.214
C 4.4232 0.7753 -3.2475 -1.328
C 3.0400 0.5663 -3.1331 0.073
C 2.3188 0.6649 -1.9523 0.198
P 0.5827 0.1647 -2.2756 1.297
C 0.7007 -1.4754 -3.0251 0.728
C 1.7979 -2.3012 -2.7981 -0.674
C 1.8231 -3.5780 -3.3390 -0.866
C 0.7618 -4.0333 -4.1055 -0.868
C -0.3400 -3.2166 -4.3237 -1.339
C -0.3844 -1.9478 -3.7703 -0.432
C 0.0819 1.3354 -3.5778 1.174
C 0.0782 0.9810 -4.9217 -0.419
C -0.3149 1.9013 -5.8828 -0.914
C -0.7038 3.1755 -5.5079 -0.645
C -0.6874 3.5368 -4.1668 -0.856
C -0.2964 2.6250 -3.2008 -1.117
C 3.0115 1.0558 -0.7635 -1.576
C 4.4053 1.2108 -0.9004 1.602
H 1.3537 3.7457 1.9423 0.695
H 1.0830 4.7157 4.2124 0.448
H -0.7085 3.9313 6.5877 0.306
H 0.9420 3.4927 6.9749 0.361
H -1.4214 1.9066 7.5648 0.354
H 0.2331 1.3628 7.7482 0.287
H -1.4757 -0.9419 6.5133 0.518
H -1.6360 -1.8658 4.2757 0.540
H -1.4239 -3.8345 2.6586 0.550
H -3.4249 -5.1658 3.1659 0.468
H -5.6753 -4.1975 2.8431 0.404
H -5.9132 -1.8795 2.0109 0.458
H -3.9264 -0.5507 1.4813 0.033
H -0.8372 -3.6154 0.1246 0.299
H 1.0838 -4.9949 -0.4480 0.482
H 3.3430 -4.4075 0.3887 0.420
H 3.6345 -2.4155 1.8338 0.507
H 1.7085 -1.0481 2.4466 0.171
H 2.9990 1.7825 2.5760 0.562
H 5.4269 1.9161 2.2614 0.525
H 7.3381 0.8727 0.1437 0.309
H 7.1249 2.5831 -0.1671 0.295
H 7.1615 0.4341 -2.1717 0.292
H 6.9407 2.1438 -2.4799 0.314
H 4.9031 0.6762 -4.2117 0.504
H 2.5149 0.2920 -4.0395 0.476
H 2.6367 -1.9536 -2.2088 0.404
H 2.6791 -4.2167 -3.1625 0.465
H 0.7847 -5.0285 -4.5295 0.439
H -1.1744 -3.5766 -4.9104 0.775
H -1.2570 -1.3238 -3.9258 0.491
H 0.3672 -0.0141 -5.2304 0.441
H -0.3269 1.6134 -6.9254 0.465
H -1.0224 3.8872 -6.2577 0.418
H -0.9837 4.5345 -3.8702 0.484
H -0.2862 2.9151 -2.1591 0.573
Br -2.9245 2.0758 2.1190 0.102
C -3.8160 2.3254 0.4773 0.424
C -4.8956 3.1895 0.4404 -0.864
C -5.5462 3.3631 -0.7688 -0.542
C -5.0936 2.6743 -1.8810 -0.856
C -4.0080 1.8279 -1.7485 0.701
N -3.3758 1.6527 -0.5762 0.073
C -3.5132 1.0766 -2.9883 -0.017
O -4.0884 1.2739 -4.0341 -0.736
O -2.5146 0.2861 -2.8035 -0.507
H -5.2065 3.7038 1.3369 0.502
H -6.3964 4.0281 -0.8366 0.452
H -5.5475 2.7619 -2.8570 0.589
N -3.0853 -5.2084 -4.1298 -0.638
C -2.8065 -4.7164 -3.1219 0.613
N -2.4605 -4.2457 -1.9417 -0.722
C -2.5269 -3.0543 -1.5461 0.707
N -2.5558 -2.0233 -0.9746 -0.553
```

The calculation puts the HOMO energy at -10.57 eV. The molecular weight comes out at 1194.25 g/mol. The charge is +1.

ORCA calculation (ωB97M-V/def2-TZVPD) on 2 unconnected molecules or ions with the total composition C11H13F2I.

The geometry in XYZ format:
```
27
Properties=species:S:1:pos:R:3:mulliken_charge:R:1
C -2.1786 2.5441 1.1106 -0.545
C -2.8101 3.1916 0.0140 -0.381
C -1.3370 1.4551 0.8712 -0.043
C -2.5354 2.7593 -1.2852 -0.503
C -0.9982 1.1986 -0.4069 0.222
C -1.5298 1.8264 -1.4733 0.284
C -0.0707 -2.2718 -0.2231 -1.565
C 2.3777 -2.3435 -0.2857 -1.800
C 1.3465 -1.3307 1.6230 -1.586
C 1.3415 -0.1789 -0.6714 -0.288
C 1.2312 -1.4604 0.1521 1.890
F -1.1871 1.4125 -2.7234 -0.281
F 1.2309 -0.4376 -1.9995 -0.235
I 2.9265 1.1630 -0.2787 0.054
H -2.2990 2.9063 2.1070 0.419
H -3.4974 4.0126 0.0434 0.378
H -0.6024 1.0670 1.5369 0.061
H -2.8112 3.3635 -2.1170 0.385
H 0.1159 -2.7545 -1.2890 0.304
H -0.0289 -2.9755 0.5830 0.448
H -0.8877 -1.6873 -0.0837 0.463
H 3.3119 -1.9194 0.1272 0.402
H 2.4187 -2.3196 -1.3532 0.484
H 2.3246 -3.4240 -0.0524 0.365
H 1.0927 -2.2690 2.1101 0.438
H 2.3169 -1.0252 1.9319 0.429
H 0.7383 -0.5025 2.0321 0.200
```

The calculation puts the HOMO energy (alpha / beta) at -8.37 / -9.19 eV. The molecular weight comes out at 310.12 g/mol.

ORCA calculation (ωB97M-V/def2-TZVPD) on a molecular structure, C30H43Cl3GdN5O3Si.

The geometry in XYZ format:
```
86
Properties=species:S:1:pos:R:3:mulliken_charge:R:1
C 1.0332 2.4533 -3.3038 -1.327
C 0.5373 1.1747 -3.8696 0.512
H 1.9096 2.8293 -3.8424 0.403
H 1.2832 2.3442 -2.2311 0.025
H 0.2347 3.2141 -3.3639 0.288
C 0.9028 0.5896 -5.0074 0.069
C 1.8745 1.1334 -5.9981 -1.558
H 0.4386 -0.3586 -5.2970 0.358
H 2.3613 2.0644 -5.6732 0.348
H 1.3785 1.3342 -6.9624 0.321
H 2.6646 0.3959 -6.2148 0.292
Gd 0.0045 0.0322 0.1606 0.070
Cl -2.1404 1.3286 -0.0486 -0.455
Cl 1.4380 2.0419 0.4450 -0.562
C -2.2298 -1.8969 -0.6718 0.193
O -1.1159 -1.9313 -0.0953 -0.510
N -2.8965 -3.0330 -0.8241 0.527
C -2.3032 -4.2938 -0.3891 -0.927
C -4.1634 -3.0531 -1.4989 -1.038
H -2.7106 -0.9740 -1.0438 0.257
H -1.3753 -4.0971 0.1551 0.236
H -2.1026 -4.9245 -1.2694 0.275
H -3.0233 -4.8156 0.2565 0.338
H -4.4292 -2.0294 -1.7952 0.289
H -4.9306 -3.4566 -0.8245 0.346
H -4.0945 -3.6798 -2.3978 0.374
H 3.1225 0.5141 -2.4987 0.121
H 2.7195 -1.5878 -3.8491 0.160
C 3.4818 -0.0966 -1.6517 -0.661
C 3.1663 -2.1435 -3.0066 -0.778
N 2.9242 -1.4391 -1.7644 0.334
H 3.1567 0.3638 -0.7129 0.191
C 2.0676 -1.9367 -0.8803 0.011
O 1.7880 -1.3675 0.1961 -0.709
H 2.7128 -3.1456 -2.9522 0.305
H 1.6365 -2.9153 -1.1312 0.348
H 4.5797 -0.1644 -1.6985 0.373
H 4.2486 -2.2419 -3.1721 0.330
O 0.3419 -0.0990 -2.0646 0.467
C -0.4536 0.4737 -2.9625 -0.296
C -0.8951 -1.9480 -3.5803 0.311
C -1.3082 -0.6182 -3.5896 -0.134
H 0.0251 -2.2142 -3.0560 0.066
C -1.6661 -2.9086 -4.2318 -0.625
H -1.1241 1.2284 -2.5260 0.603
C -2.4949 -0.2455 -4.2097 -0.128
H -1.3313 -3.9456 -4.2366 0.423
C -2.8493 -2.5424 -4.8734 -0.614
C -3.2631 -1.2068 -4.8525 -0.725
H -2.7984 0.8019 -4.1888 0.461
H -3.4506 -3.2952 -5.3839 0.405
H -4.1899 -0.9137 -5.3412 0.389
Si 4.2978 5.6580 2.4428 0.503
Cl 4.9734 6.3059 0.6007 -0.334
C 5.2945 4.1436 2.9101 -0.890
C 2.4829 5.2573 2.2713 -0.573
C 4.5751 7.0514 3.6697 -0.921
H 5.1625 3.3455 2.1627 0.256
H 4.9764 3.7503 3.8889 0.309
H 6.3684 4.3805 2.9702 0.271
H 5.6431 7.3126 3.7370 0.262
H 4.2310 6.7637 4.6764 0.316
H 4.0238 7.9559 3.3677 0.255
H 2.3225 4.4629 1.5222 -0.035
H 1.9118 6.1459 1.9571 0.309
H 2.0647 4.9067 3.2299 0.263
N -5.3060 -3.7902 8.8781 -0.503
C -4.6052 -3.2470 8.0971 0.004
C -3.7578 -2.5815 7.1450 0.472
C -3.0187 -3.3147 6.2046 -0.858
C -2.2265 -2.6615 5.2595 -0.312
C -2.1383 -1.2612 5.2562 1.213
C -2.8664 -0.5269 6.2089 -0.461
C -3.6803 -1.1846 7.1348 -0.863
N -1.3670 -0.5829 4.2821 0.324
C -0.8790 0.7397 4.3794 -0.202
C -0.3203 1.0657 3.2169 -0.966
N -0.4195 -0.0585 2.3979 -0.002
C -1.0453 -1.0097 3.0356 -0.152
H -3.0790 -4.4070 6.2116 0.408
H -1.6657 -3.2520 4.5354 0.411
H -2.8451 0.5622 6.2173 0.292
H -4.2691 -0.6016 7.8522 0.405
H -0.9940 1.3605 5.2570 0.348
H 0.1210 1.9998 2.8851 0.427
H -1.3315 -1.9734 2.6156 0.258
```

The expectation value of S² is 16.019. Its multiplicity is 8. The calculation puts the HOMO energy (alpha / beta) at -7.93 / -7.75 eV. The molecular weight comes out at 813.40 g/mol.

Number 1: total energy -6429.35591 Ha, largest force on an atom 0.382 eV/A. Number 2: total energy -924.19351 Ha, largest force on an atom 4.625 eV/A. Number 3: total energy -4104.41264 Ha, largest force on an atom 3.700 eV/A.